Entry 1:
{"formula": "C6H13N2O3P", "method": "ωB97M-V with the def2-TZVPD basis set", "species": ["C", "C", "C", "C", "C", "C", "N", "N", "O", "O", "O", "P", "H", "H", "H", "H", "H", "H", "H", "H", "H", "H", "H", "H", "H"], "xyz": [[1.00718, 1.82552, 1.56127], [-2.99731, -0.66632, 0.07924], [1.84600, -2.19301, 0.02311], [-2.43621, 0.78691, 0.31233], [0.36159, -2.06337, -0.38310], [1.23961, 2.15688, 0.21485], [0.69403, 1.66112, 2.67928], [2.51922, 2.51337, -0.20984], [0.41156, 0.24381, -2.20705], [-1.50002, 1.05046, -0.75656], [-0.21622, -0.88604, 0.03606], [-0.03579, 0.48115, -0.83994], [-3.72912, -0.76546, 0.82552], [-3.48292, -0.95773, -0.82208], [-2.09150, -1.18304, 0.24559], [2.00634, -2.18478, 1.11161], [2.37412, -3.05537, -0.38500], [2.30571, -1.38829, -0.50222], [-1.85774, 0.73677, 1.26840], [-3.02031, 1.61752, 0.46265], [-0.19638, -2.79723, 0.08583], [0.44522, -2.14974, -1.46627], [0.51888, 2.84970, -0.21459], [2.60742, 2.38817, -1.28728], [3.22665, 1.97902, 0.16817]], "forces_ev_per_a": [[-1.0, 0.1, 3.6], [0.2, 2.6, 0.7], [-0.5, -0.1, 0.5], [2.2, -3.2, 0.2], [3.2, -0.9, -0.9], [-2.2, -1.4, -2.6], [0.8, 0.0, -2.4], [-0.8, 0.3, -3.7], [0.6, 0.1, -0.5], [0.0, 1.1, 0.0], [0.5, 2.7, 0.1], [0.8, 0.3, 1.4], [-0.8, -0.8, 1.4], [0.0, 0.5, -1.1], [0.0, -1.4, 0.3], [0.0, 0.3, -0.4], [-0.6, -0.4, 0.0], [0.8, 1.0, 0.1], [-0.3, -0.2, -0.6], [-1.9, 1.7, -0.5], [-1.2, -1.8, 0.5], [-1.0, 0.0, -0.1], [-0.1, 0.2, 0.6], [-0.3, 0.5, 2.5], [1.8, -1.4, 1.2]], "lowdin_charge": [-0.261, -0.027, -0.058, -0.192, -0.303, -0.333, 0.159, 0.045, -0.268, -0.217, -0.261, 0.620, 0.060, 0.074, 0.032, 0.085, 0.077, 0.050, 0.116, 0.085, 0.099, 0.116, 0.107, 0.147, 0.047], "mol_weight_g_mol": 192.155, "multiplicity": 1, "homo_energy_ev": -8.906, "charge": 0}

---

Entry 2:
{"formula": "C3H10O4", "method": "ωB97M-V with the def2-TZVPD basis set", "species": ["O", "C", "C", "C", "O", "H", "H", "H", "H", "H", "H", "O", "H", "H", "O", "H", "H"], "xyz": [[-3.31156, -0.18475, -0.02919], [-2.39128, 0.44383, -0.47950], [-1.06157, 0.60260, 0.18444], [-0.88468, -0.36714, 1.35249], [0.51213, -0.58953, 1.57082], [-2.50655, 0.97160, -1.44331], [-0.24730, 0.51063, -0.51964], [-1.03280, 1.62560, 0.57280], [-1.36389, 0.07522, 2.22654], [-1.32222, -1.33371, 1.12520], [0.61236, -0.84520, 2.49259], [1.09530, 0.60773, -2.41740], [1.63197, 1.16106, -2.98444], [1.66497, -0.11233, -2.13073], [2.83083, -0.75214, -0.22394], [3.63133, -1.05140, 0.23301], [2.14297, -0.76207, 0.47025]], "forces_ev_per_a": [[-0.1, -0.2, 0.2], [0.1, 0.2, -0.4], [-0.1, -0.3, 0.9], [0.0, 0.1, -0.5], [0.2, 0.3, 0.4], [0.0, 0.1, -0.1], [0.1, 0.0, -0.4], [0.1, 0.1, -0.2], [0.0, -0.3, 0.2], [-0.4, 0.0, 0.0], [0.1, 0.0, -0.1], [-0.4, -0.1, 0.0], [0.2, 0.1, -0.1], [0.3, 0.0, 0.2], [0.1, -0.2, 0.5], [-0.3, 0.1, -0.3], [0.1, 0.1, -0.4]], "lowdin_charge": [0.054, -0.261, -0.128, -0.228, -0.087, 0.124, 0.088, 0.132, 0.125, 0.118, 0.094, -0.057, 0.035, 0.013, -0.071, 0.043, 0.008], "mol_weight_g_mol": 110.109, "smiles": "O=CCCO.O.O", "multiplicity": 1, "homo_energy_ev": -9.797, "charge": 0}

---

Entry 3:
{"formula": "C4H8O2", "method": "ωB97M-V with the def2-TZVPD basis set", "species": ["O", "C", "C", "O", "C", "C", "H", "H", "H", "H", "H", "H", "H", "H"], "xyz": [[1.66040, -1.37949, 0.35476], [1.14212, -0.21121, -0.31016], [-0.15115, 1.11903, -0.17904], [-0.12629, 1.65184, 1.08312], [-0.67424, -0.65116, 0.06875], [-1.49661, 0.49041, -0.37712], [1.19403, -2.16246, 0.03320], [1.21815, -0.29983, -1.39775], [1.88244, 0.51399, 0.03631], [0.75925, 2.01496, 1.22610], [-0.67802, -0.87720, 1.13024], [-0.63398, -1.51118, -0.59623], [-1.85339, 0.46012, -1.40515], [-2.24270, 0.84219, 0.33297]], "forces_ev_per_a": [[-0.1, -0.3, -0.1], [0.3, 0.1, -0.2], [-0.2, 0.2, 0.0], [0.2, 0.1, 0.0], [-0.2, -0.3, 0.1], [-0.1, 0.0, -0.1], [0.1, 0.1, 0.1], [0.0, 0.0, 0.2], [-0.1, 0.0, -0.1], [-0.1, 0.0, 0.0], [0.0, 0.1, -0.2], [0.0, 0.1, 0.1], [0.1, 0.0, 0.2], [0.1, 0.0, -0.1]], "lowdin_charge": [-0.102, -0.231, -0.220, -0.026, -0.100, -0.166, 0.070, 0.112, 0.103, 0.105, 0.119, 0.109, 0.111, 0.117], "mol_weight_g_mol": 88.106, "multiplicity": 1, "homo_energy_ev": -7.974, "charge": 0}

---

Entry 4:
{"formula": "C15H25CoN2O6Si", "method": "ωB97M-V with the def2-TZVPD basis set", "species": ["Co", "C", "O", "C", "C", "O", "C", "H", "H", "H", "H", "H", "H", "H", "H", "H", "H", "C", "C", "C", "C", "C", "C", "N", "N", "Si", "C", "C", "C", "H", "H", "H", "H", "H", "H", "H", "H", "H", "H", "H", "H", "H", "H", "H", "O", "C", "O", "C", "O", "O"], "xyz": [[0.23317, -1.10352, 0.19809], [-0.29368, 2.29079, 2.98348], [-1.35919, 1.60429, 2.35052], [-1.69820, 0.42924, 3.05262], [-2.54911, -0.46350, 2.19025], [-1.78271, -1.16358, 1.21811], [-2.55294, -2.14903, 0.55736], [-0.57780, 2.59525, 3.99994], [-0.09190, 3.18521, 2.39547], [0.59513, 1.65772, 3.02030], [-2.28526, 0.68746, 3.94817], [-0.80069, -0.09931, 3.38217], [-3.32682, 0.12544, 1.68727], [-3.03838, -1.20560, 2.83307], [-3.05951, -2.79004, 1.28634], [-1.86867, -2.76477, -0.02232], [-3.29973, -1.68521, -0.09738], [3.10447, -3.10968, -0.81703], [2.77021, -1.84485, -1.54724], [3.59144, -1.30371, -2.52606], [3.23359, -0.07639, -3.08774], [2.09290, 0.58487, -2.69504], [1.27037, -0.02523, -1.72031], [1.64492, -1.22786, -1.20085], [0.13198, 0.39355, -1.14885], [-0.82776, 1.73997, -1.60443], [-1.07721, 1.81359, -3.47521], [-0.07193, 3.37231, -1.06233], [-2.51425, 1.56852, -0.82207], [3.84188, -3.69506, -1.36585], [2.20661, -3.69637, -0.63258], [3.51407, -2.86569, 0.16576], [4.49406, -1.81819, -2.82444], [3.87528, 0.37251, -3.83823], [1.83551, 1.55329, -3.09979], [-0.16648, 2.06711, -4.02018], [-1.82899, 2.57020, -3.71820], [-1.43381, 0.85255, -3.85390], [0.92041, 3.51247, -1.49831], [0.04003, 3.37875, 0.02363], [-0.69384, 4.22421, -1.35060], [-2.96169, 0.60208, -1.06787], [-3.18831, 2.35657, -1.16857], [-2.41664, 1.64373, 0.26135], [1.45128, -1.11764, 3.94167], [1.19898, -1.30056, 2.75923], [1.05500, -0.38117, 1.87123], [0.96178, -2.75941, 2.22156], [1.22054, -3.73391, 2.90196], [0.48188, -2.80138, 1.01582]], "forces_ev_per_a": [[0.0, -0.1, 0.1], [0.0, 0.0, 0.0], [0.0, 0.0, 0.0], [0.0, 0.0, 0.0], [0.0, 0.0, 0.0], [0.0, 0.0, -0.1], [0.0, 0.0, 0.0], [0.0, 0.0, 0.0], [0.0, 0.0, 0.0], [0.0, 0.0, 0.0], [0.0, 0.0, 0.0], [0.0, 0.0, 0.0], [0.0, 0.0, 0.0], [0.0, 0.0, 0.0], [0.0, 0.0, 0.0], [0.0, 0.0, 0.0], [0.0, 0.0, 0.0], [0.0, 0.0, 0.0], [0.0, 0.0, 0.0], [0.0, 0.0, 0.0], [0.0, 0.0, 0.0], [0.0, 0.0, 0.0], [0.0, -0.1, 0.0], [0.0, 0.2, 0.0], [-0.1, -0.1, 0.0], [0.0, 0.0, 0.0], [0.0, 0.0, 0.0], [0.0, 0.0, 0.0], [0.0, 0.0, 0.0], [0.0, 0.0, 0.0], [0.0, 0.0, 0.0], [0.0, 0.0, 0.0], [0.0, 0.0, 0.0], [0.0, 0.0, 0.0], [0.0, 0.0, 0.0], [0.0, 0.0, 0.0], [0.0, 0.0, 0.0], [0.0, 0.0, 0.0], [0.0, 0.0, 0.0], [0.0, 0.0, 0.0], [0.0, 0.0, 0.0], [0.0, 0.0, 0.0], [0.0, 0.0, 0.0], [0.0, 0.0, 0.0], [0.0, 0.0, 0.0], [0.0, 0.0, 0.0], [0.0, 0.0, 0.0], [0.0, 0.0, 0.0], [0.0, 0.0, 0.0], [-0.1, 0.1, 0.0]], "lowdin_charge": [0.634, -0.096, -0.198, -0.202, -0.174, -0.241, -0.088, 0.085, 0.074, 0.080, 0.131, 0.108, 0.124, 0.129, 0.095, 0.085, 0.086, -0.022, -0.311, -0.066, -0.091, -0.035, -0.406, 0.082, -0.071, 0.392, -0.183, -0.164, -0.163, 0.071, 0.075, 0.093, 0.093, 0.098, 0.082, 0.008, 0.021, 0.027, 0.021, 0.010, 0.024, 0.023, 0.029, 0.006, 0.029, -0.584, -0.093, -0.548, 0.041, -0.122], "mol_weight_g_mol": 416.392, "multiplicity": 2, "homo_energy_ev": [-4.816, -4.818], "charge": -1}

---

Per-record energy above the lowest of the compared OMol25 structures with the same formula, charge and spin, kcal per mole: 21.64; 25.01; 131.37; 5.63